Entry a
The following is a DFT calculation (wB97M-V/def2-TZVPD) of a single C4H10FN molecule.

Positions of all 16 atoms, in Å:
C -0.83 0.33 -1.26
N -0.29 0.46 0.08
C -1.38 0.82 0.94
C 0.63 -0.56 0.54
C 1.99 -0.54 -0.09
F 2.47 -1.82 -0.21
H -0.23 -0.26 -2.03
H -1.80 -0.20 -1.14
H -1.00 1.33 -1.70
H -1.88 1.70 0.56
H -2.25 0.02 0.96
H -1.07 1.04 2.00
H 0.22 -1.60 0.34
H 0.71 -0.49 1.62
H 2.80 -0.11 0.45
H 1.89 -0.13 -1.06

Summary:
frontier orbital gap = 9.65 eV
SMILES = CN(C)CCF
highest occupied orbital energy = -8.568 eV
E_LUMO = 0.0397 hartree
molar mass = 91.129 g/mol
2S+1 = 1

---

Entry b
The following is a DFT calculation (wB97M-V/def2-TZVPD) of a single C4H10FN molecule.

Positions of all 16 atoms, in Å:
C 0.82 1.50 -0.97
N -0.37 0.57 -1.07
C -0.49 -0.51 -0.15
C 0.71 -1.41 -0.02
C -0.97 -0.22 1.34
F -2.17 0.48 1.33
H 1.66 0.94 -0.49
H 0.60 2.36 -0.28
H 1.15 1.95 -1.94
H -1.17 1.14 -1.23
H -1.39 -1.00 -0.52
H 0.46 -2.46 0.06
H 1.10 -1.13 0.93
H 1.58 -1.27 -0.72
H -0.29 0.29 2.00
H -1.22 -1.23 1.72

Summary:
frontier orbital gap = 9.65 eV
SMILES = CN[C@@H](C)CF
highest occupied orbital energy = -8.591 eV
E_LUMO = 0.0391 hartree
molar mass = 91.129 g/mol
2S+1 = 1

---

Entry c
The following is a DFT calculation (wB97M-V/def2-TZVPD) of a single C4H10FN molecule.

Positions of all 16 atoms, in Å:
C -0.57 1.38 -0.10
C 0.23 0.22 0.58
C 1.72 0.28 0.71
N 0.09 -1.07 -0.16
C -1.31 -1.45 -0.53
F 0.74 -0.86 -1.39
H -0.45 1.28 -1.20
H -1.68 1.52 -0.02
H -0.06 2.17 0.25
H -0.24 0.22 1.53
H 2.22 0.78 -0.17
H 2.14 -0.67 0.92
H 1.98 0.95 1.51
H -1.11 -2.18 -1.35
H -1.78 -1.90 0.32
H -1.93 -0.67 -0.91

Summary:
frontier orbital gap = 10.27 eV
SMILES = CC(C)N(C)F
highest occupied orbital energy = -9.197 eV
E_LUMO = 0.0393 hartree
molar mass = 91.129 g/mol
2S+1 = 1

---

entry b is favored, and the nearest alternative lies 0.0063 hartree above it.

---

Entry a
The following is a DFT calculation (wB97M-V/def2-TZVPD) of a single C22H29N3O5S molecule.

Positions of all 60 atoms, in Å:
C -1.62 -3.48 0.32
O -1.08 -3.21 1.59
C 0.32 -3.06 1.62
C 0.77 -1.58 1.63
N 0.44 -0.86 0.42
C -0.63 -0.05 0.27
O -0.74 0.71 -0.68
C -1.72 -0.12 1.33
N -2.92 0.50 0.83
C -4.01 -0.24 0.50
O -4.15 -1.41 0.79
C -5.05 0.52 -0.21
C -6.29 0.12 -0.64
C -6.88 1.24 -1.26
C -5.96 2.24 -1.16
O -4.86 1.82 -0.53
C 1.46 -0.80 -0.65
C 2.47 0.28 -0.22
O 3.51 0.01 0.35
N 2.05 1.52 -0.50
C 2.75 2.71 -0.07
C 2.01 3.38 1.10
C 2.74 4.64 1.54
C 2.87 5.62 0.37
C 3.61 4.96 -0.79
C 2.88 3.69 -1.23
C 2.12 -2.11 -0.89
C 1.69 -3.09 -1.74
C 2.53 -4.22 -1.75
C 3.58 -4.08 -0.90
S 3.58 -2.56 -0.10
H -1.29 -2.75 -0.43
H -2.70 -3.40 0.43
H -1.35 -4.48 -0.02
H 0.79 -3.60 0.80
H 0.67 -3.50 2.57
H 0.31 -1.09 2.48
H 1.85 -1.55 1.75
H -1.38 0.42 2.23
H -1.96 -1.15 1.60
H -2.80 1.39 0.37
H -6.71 -0.86 -0.52
H -7.85 1.29 -1.72
H -5.98 3.26 -1.50
H 0.94 -0.48 -1.55
H 1.12 1.64 -0.88
H 3.74 2.39 0.26
H 1.94 2.67 1.93
H 1.00 3.63 0.78
H 2.20 5.11 2.36
H 3.74 4.37 1.90
H 3.42 6.51 0.70
H 1.88 5.93 0.05
H 3.68 5.65 -1.63
H 4.62 4.70 -0.48
H 3.42 3.21 -2.05
H 1.88 3.95 -1.59
H 0.80 -3.00 -2.34
H 2.35 -5.09 -2.35
H 4.37 -4.78 -0.72

Summary:
frontier orbital gap = 9.51 eV
SMILES = COCCN(C(=O)CNC(=O)c1ccco1)[C@@H](C(=O)NC1CCCCC1)c1cccs1
highest occupied orbital energy = -8.868 eV
E_LUMO = 0.0237 hartree
molar mass = 447.557 g/mol
2S+1 = 1

---

Entry b
The following is a DFT calculation (wB97M-V/def2-TZVPD) of a single C22H29N3O5S molecule.

Positions of all 60 atoms, in Å:
C 7.89 4.19 -0.61
O 6.52 3.93 -0.45
C 6.10 2.77 -1.13
C 4.62 2.55 -0.84
C 4.06 1.38 -1.64
N 2.71 1.00 -1.26
C 1.68 2.01 -1.43
C 0.32 1.31 -1.54
O -0.11 0.93 -2.60
N -0.29 1.19 -0.34
C -1.44 0.44 -0.03
C -1.78 0.30 1.31
C -2.87 -0.45 1.69
C -3.67 -1.10 0.74
N -4.73 -1.93 1.09
C -5.02 -2.23 2.48
C -5.97 -1.20 3.09
O -7.17 -1.13 2.35
C -6.91 -0.82 0.99
C -5.98 -1.85 0.35
C -3.31 -0.95 -0.60
C -2.23 -0.19 -0.99
S 2.60 0.14 0.18
O 3.87 -0.45 0.46
O 2.01 0.97 1.21
C 1.44 -1.16 -0.22
C 0.67 -1.70 0.80
C -0.24 -2.71 0.51
C -0.36 -3.16 -0.79
C 0.43 -2.63 -1.80
C 1.34 -1.63 -1.51
H 8.15 4.34 -1.67
H 8.10 5.10 -0.05
H 8.50 3.37 -0.21
H 6.68 1.90 -0.79
H 6.26 2.89 -2.21
H 4.08 3.47 -1.07
H 4.49 2.34 0.22
H 4.67 0.49 -1.47
H 4.05 1.60 -2.71
H 1.87 2.52 -2.38
H 1.68 2.73 -0.61
H 0.25 1.46 0.47
H -1.17 0.78 2.06
H -3.10 -0.51 2.74
H -4.09 -2.30 3.05
H -5.51 -3.21 2.50
H -6.26 -1.47 4.10
H -5.49 -0.21 3.10
H -7.89 -0.81 0.50
H -6.46 0.18 0.92
H -5.80 -1.58 -0.69
H -6.45 -2.84 0.38
H -3.88 -1.45 -1.37
H -1.98 -0.10 -2.03
H 0.78 -1.31 1.80
H -0.85 -3.12 1.29
H -1.08 -3.94 -1.02
H 0.33 -2.99 -2.81
H 1.96 -1.20 -2.28

Summary:
frontier orbital gap = 8.15 eV
SMILES = COCCCN(CC(=O)Nc1ccc(N2CCOCC2)cc1)S(=O)(=O)c1ccccc1
highest occupied orbital energy = -7.439 eV
E_LUMO = 0.0263 hartree
molar mass = 447.557 g/mol
2S+1 = 1

---

entry a is favored, and the nearest alternative lies 0.0640 hartree above it.

---

Entry a
The following is a DFT calculation (wB97M-V/def2-TZVPD) of a single C21H25N3O7S molecule.

Positions of all 57 atoms, in Å:
C -6.89 -2.77 -0.88
C -6.05 -1.54 -0.56
C -4.74 -1.82 0.12
C -4.40 -3.05 0.66
C -3.19 -3.25 1.30
C -2.29 -2.22 1.42
C -2.60 -0.97 0.89
C -3.81 -0.78 0.24
N -4.14 0.49 -0.31
C -3.43 1.01 -1.45
C -1.93 1.17 -1.17
O -1.48 2.07 -0.49
N -1.18 0.17 -1.73
N 0.14 -0.10 -1.64
C 0.97 0.66 -1.03
C 2.37 0.29 -0.97
C 2.84 -0.89 -1.55
C 4.18 -1.21 -1.46
C 5.06 -0.36 -0.81
O 6.41 -0.70 -0.76
C 6.97 -0.80 0.45
O 6.39 -0.82 1.50
O 8.28 -0.92 0.29
C 9.03 -1.08 1.49
C 4.61 0.84 -0.24
O 5.56 1.62 0.34
C 5.16 2.80 1.00
C 3.26 1.15 -0.32
S -4.90 1.58 0.70
C -3.63 2.25 1.80
O -5.82 0.83 1.50
O -5.40 2.63 -0.13
H -6.34 -3.48 -1.49
H -7.78 -2.47 -1.43
H -7.22 -3.27 0.03
H -5.85 -0.99 -1.48
H -6.61 -0.87 0.09
H -5.10 -3.87 0.59
H -2.96 -4.22 1.71
H -1.34 -2.36 1.92
H -1.90 -0.16 1.00
H -3.61 0.37 -2.32
H -3.86 2.00 -1.62
H -1.66 -0.55 -2.24
H 0.69 1.59 -0.54
H 2.14 -1.53 -2.05
H 4.56 -2.12 -1.89
H 8.72 -1.99 2.01
H 10.07 -1.16 1.18
H 8.89 -0.22 2.15
H 6.07 3.23 1.41
H 4.47 2.57 1.82
H 4.70 3.51 0.31
H 2.88 2.06 0.12
H -3.35 1.48 2.50
H -2.78 2.57 1.19
H -4.07 3.10 2.31

Summary:
frontier orbital gap = 8.64 eV
SMILES = CCc1ccccc1N(CC(=O)N/N=C/c1ccc(OC(=O)OC)c(OC)c1)S(C)(=O)=O
highest occupied orbital energy = -8.525 eV
E_LUMO = 0.0041 hartree
molar mass = 463.512 g/mol
2S+1 = 1

---

Entry b
The following is a DFT calculation (wB97M-V/def2-TZVPD) of a single C21H25N3O7S molecule.

Positions of all 57 atoms, in Å:
O -0.53 -0.48 -1.68
C -1.59 -0.57 -1.05
C -2.41 0.68 -0.86
C -3.57 0.92 -1.59
C -4.23 2.13 -1.46
C -3.75 3.11 -0.61
C -2.59 2.88 0.12
C -1.93 1.68 -0.02
S -0.40 1.39 0.87
O -0.18 2.49 1.77
O -0.44 0.07 1.41
N 0.79 1.44 -0.28
C 1.38 2.73 -0.52
C 2.42 2.99 0.60
O 2.22 4.23 1.24
C 3.86 2.96 0.05
O 4.02 1.96 -0.94
C 3.68 0.68 -0.66
C 3.68 0.11 0.62
C 3.27 -1.19 0.80
C 2.87 -1.95 -0.30
N 2.41 -3.28 -0.11
O 2.51 -3.77 1.00
O 1.94 -3.87 -1.07
C 2.91 -1.41 -1.58
C 3.33 -0.11 -1.76
N -2.08 -1.71 -0.58
C -3.24 -1.82 0.27
C -2.81 -2.16 1.70
C -1.99 -3.44 1.71
C -0.79 -3.26 0.78
C -1.27 -2.92 -0.62
H -3.94 0.16 -2.26
H -5.13 2.30 -2.03
H -4.28 4.05 -0.51
H -2.19 3.61 0.80
H 0.58 0.83 -1.06
H 1.85 2.74 -1.50
H 0.63 3.53 -0.49
H 2.28 2.18 1.33
H 1.39 4.15 1.73
H 4.07 3.90 -0.46
H 4.57 2.84 0.87
H 3.99 0.69 1.48
H 3.25 -1.64 1.78
H 2.60 -2.01 -2.42
H 3.36 0.33 -2.74
H -3.87 -2.63 -0.12
H -3.81 -0.89 0.26
H -2.20 -1.34 2.08
H -3.70 -2.26 2.33
H -2.61 -4.28 1.36
H -1.65 -3.67 2.72
H -0.18 -2.44 1.16
H -0.19 -4.17 0.75
H -1.89 -3.73 -1.03
H -0.43 -2.74 -1.30

Summary:
frontier orbital gap = 8.86 eV
SMILES = O=C(c1ccccc1S(=O)(=O)NC[C@H](O)COc1ccc([N+](=O)[O-])cc1)N1CCCCC1
highest occupied orbital energy = -9.077 eV
E_LUMO = -0.0081 hartree
molar mass = 463.512 g/mol
2S+1 = 1

---

entry a is favored, and the nearest alternative lies 0.0483 hartree above it.